# C43H82F3N4O11S

6 unconnected molecules or ions with the total composition C43H82F3N4O11S in a non-equilibrium geometry (ωB97M-V/def2-TZVPD, the Open Molecules 2025 dataset).

Properties
**LUMO**: 1.8 eV
**Charge**: -1
**Calculated total energy**: -93388.20583 eV

```
144
Properties=species:S:1:pos:R:3:forces:R:3
O 0.6456 -2.4403 1.1927 0.180 -1.354 -1.341
C 1.6888 -2.0056 0.6549 0.475 3.450 2.436
O 2.2088 -0.8980 1.1118 0.121 -2.452 -2.029
C 2.3754 -2.7123 -0.6115 -1.136 0.070 0.457
C 2.2502 -1.6227 -1.7479 0.163 0.677 0.351
C 0.8686 -0.8668 -1.8205 -0.089 0.282 -0.821
C 0.9337 0.6556 -1.3991 -1.037 -0.169 -1.173
C 1.9659 1.4934 -2.2536 -0.690 0.572 1.690
O 1.8773 1.2229 -3.6661 0.885 -0.196 0.385
C 1.6054 -4.0695 -0.8785 0.294 -0.710 -0.873
C 0.4325 -4.0735 -1.9124 -1.125 -1.177 0.227
C -1.0092 -3.9932 -1.2248 0.153 -0.943 -0.602
N -1.8841 -2.9643 -1.8608 -1.012 -0.810 0.783
C -2.9928 -2.5567 -0.9431 0.869 1.143 0.499
C -3.3378 -1.0450 -1.1842 -0.840 0.337 0.550
C -3.0233 -0.3606 -2.4263 -1.413 1.489 2.505
C -3.3528 1.0663 -2.5184 -0.061 -0.514 0.610
C -3.9704 1.8229 -1.4428 0.305 -3.120 0.787
C -4.3165 1.0918 -0.2132 1.034 -1.036 -1.427
C -4.0015 -0.3528 -0.0709 0.156 2.131 -1.788
O -4.3349 -1.0373 1.1191 0.007 1.177 -1.608
N 3.7813 -3.0541 -0.3493 0.171 0.208 0.093
C 4.7506 -2.9240 -1.3999 1.223 -0.221 -1.469
C 4.5055 -3.8459 -2.6876 0.633 -0.610 0.739
C 5.5087 -3.5264 -3.8593 -0.959 -0.487 0.144
C 5.3416 -2.0697 -4.4910 1.431 -1.184 0.148
C 6.6892 -1.2590 -4.2593 -0.562 1.161 0.428
C 6.4051 0.1909 -3.6541 1.009 -0.863 0.289
C 7.8352 0.7665 -3.2625 -1.263 -0.976 -0.525
S 7.8211 2.5432 -2.7936 0.162 0.255 0.745
C 7.1002 2.7367 -1.1625 -2.044 -0.804 1.095
N 5.7921 2.6475 -0.8218 2.947 0.299 -1.121
N 5.7108 2.8996 0.5010 1.774 0.557 1.830
C 6.9370 3.1308 0.9833 -1.783 -0.675 -2.178
O 7.8584 3.0203 -0.0403 -0.598 0.081 0.175
C 4.2262 -3.2427 1.0029 1.046 -0.676 1.271
C 3.5551 -4.4659 1.7880 1.482 0.481 0.581
O 2.6741 -4.0160 2.8239 -0.035 -0.936 -1.187
C 4.7086 -5.2545 2.5565 -1.723 -0.567 0.012
F 5.5531 -4.4451 3.2610 -0.464 -1.136 -0.999
F 4.0940 -6.0874 3.4760 1.041 0.595 -0.708
F 5.3997 -6.1099 1.7049 -0.229 1.418 1.125
H 2.5090 -1.9863 -2.7741 -0.220 -0.043 0.888
H 3.0248 -0.8404 -1.4971 -0.713 -0.874 -0.122
H 0.0144 -1.4093 -1.3279 1.047 0.645 -0.164
H 0.5776 -0.8442 -2.9142 0.225 -0.065 1.074
H 1.0341 0.8139 -0.2988 0.423 -0.231 -0.899
H -0.0822 1.0745 -1.6796 0.882 -0.414 0.347
H 1.6656 2.5747 -2.1063 0.548 -0.948 -0.019
H 2.9938 1.3573 -1.8212 -0.733 0.065 -0.712
H 2.7906 1.2714 -3.9970 -0.633 -0.061 0.083
H 1.2178 -4.5484 0.0682 0.337 0.891 -0.768
H 2.3762 -4.8080 -1.2516 -0.671 0.850 0.244
H 0.4404 -5.0929 -2.4069 0.171 1.025 0.361
H 0.4845 -3.3412 -2.7532 0.168 -0.298 0.870
H -0.9017 -3.8792 -0.1189 -0.046 0.497 -0.951
H -1.5383 -4.9865 -1.3816 0.744 0.700 0.338
H -2.3748 -3.4756 -2.6047 0.548 0.478 0.048
H -2.6045 -2.6064 0.1152 -0.420 -0.040 -1.044
H -3.8829 -3.2364 -0.9931 0.507 0.666 -0.030
H -2.5466 -0.9431 -3.2393 -0.291 0.706 0.679
H -3.0999 1.6022 -3.4595 -0.181 -0.463 0.792
H -4.1899 2.9107 -1.5037 0.258 -1.032 -0.112
H -4.7917 1.6566 0.6221 0.408 -0.679 -0.611
H -4.9606 -0.4367 1.5672 0.421 -0.355 0.005
H 5.7691 -3.2629 -1.0429 -1.094 0.356 -0.026
H 4.9490 -1.8713 -1.7829 -0.494 -0.761 0.535
H 4.7706 -4.8889 -2.3322 -0.463 0.880 -0.408
H 3.4330 -3.8964 -2.9937 0.887 0.343 0.077
H 6.5363 -3.7372 -3.4595 -0.835 0.562 -0.522
H 5.3462 -4.3050 -4.6623 0.148 0.754 0.764
H 4.4404 -1.5825 -4.0421 0.845 -0.179 -0.406
H 5.1954 -2.2112 -5.5962 -0.075 0.381 1.029
H 7.3807 -1.7463 -3.5134 -0.928 0.104 -0.731
H 7.2994 -1.1779 -5.2041 -0.715 -0.019 0.819
H 5.7879 0.0669 -2.7193 0.491 0.248 -0.941
H 5.8608 0.8493 -4.3746 0.537 -0.416 0.585
H 8.3034 0.0841 -2.5108 -0.332 0.835 -0.402
H 8.4526 0.6872 -4.2040 -0.345 0.573 1.032
H 7.2027 3.3766 2.0334 0.022 -0.267 -1.279
H 4.1749 -2.3456 1.6920 -0.460 -0.744 -0.805
H 5.3265 -3.5084 1.0051 -1.048 0.344 -0.456
H 3.0972 -5.2195 1.1033 0.293 0.696 0.461
H 1.8315 -4.4610 2.6262 0.194 0.652 0.281
C -8.4276 2.5836 3.9243 0.123 0.071 0.095
C -7.6229 2.4167 2.6454 -0.620 -0.423 0.096
C -8.5325 2.2914 1.4326 0.132 0.104 -0.273
O -6.8021 1.2532 2.7452 0.378 -0.016 -0.091
H -9.0710 1.7142 4.0959 -0.024 0.002 -0.149
H -7.7644 2.6616 4.7878 -0.034 0.102 -0.061
H -9.0516 3.4764 3.8834 0.060 -0.042 0.062
H -6.9554 3.2720 2.5175 0.139 -0.171 0.016
H -9.1787 1.4125 1.5203 -0.035 0.066 0.118
H -7.9425 2.1617 0.5224 -0.002 0.059 0.050
H -9.1621 3.1769 1.3180 -0.013 -0.047 0.003
H -7.3844 0.4917 2.8569 0.024 0.102 0.018
C -10.3487 7.3329 6.2775 0.120 0.094 0.252
C -9.4331 6.5878 5.3185 -0.754 -0.025 -0.231
C -9.7548 6.9275 3.8715 0.135 0.035 -0.075
O -9.5745 5.1821 5.5209 0.286 -0.045 0.174
H -11.3944 7.0577 6.1095 0.035 0.047 -0.134
H -10.1141 7.0719 7.3117 0.056 0.035 -0.059
H -10.2496 8.4141 6.1587 -0.046 -0.032 0.002
H -8.3922 6.8414 5.5328 -0.006 -0.220 0.044
H -10.7808 6.6386 3.6219 -0.036 0.070 0.132
H -9.0977 6.3779 3.1936 0.020 0.055 0.053
H -9.6374 7.9958 3.6816 -0.051 -0.063 -0.092
H -10.4914 4.9455 5.3347 0.074 0.080 0.026
C 10.4987 -2.8576 -5.8969 0.025 0.286 0.016
C 9.8182 -3.5482 -4.7247 0.111 -0.416 -0.573
C 10.4812 -4.8797 -4.4070 0.019 -0.074 0.282
O 8.4428 -3.7626 -5.0321 0.034 0.118 0.119
H 10.4330 -3.4708 -6.8010 0.059 -0.091 0.085
H 10.0064 -1.9086 -6.1208 0.035 -0.022 0.076
H 11.5523 -2.6630 -5.6838 -0.023 -0.011 -0.048
H 9.8547 -2.9006 -3.8453 -0.205 -0.021 -0.033
H 10.4149 -5.5606 -5.2611 0.062 0.109 -0.063
H 9.9765 -5.3689 -3.5713 0.038 0.084 -0.003
H 11.5342 -4.7455 -4.1493 -0.023 -0.040 -0.027
H 8.4025 -4.3343 -5.8087 -0.014 0.035 0.090
C -6.6661 10.3578 0.9841 0.015 0.283 0.011
C -7.3710 9.6874 2.1529 0.186 -0.444 -0.593
C -6.7557 8.3323 2.4668 0.054 -0.042 0.265
O -8.7547 9.5208 1.8420 -0.187 0.231 0.224
H -6.7519 9.7503 0.0781 0.068 -0.096 0.091
H -7.1250 11.3238 0.7629 0.038 -0.023 0.077
H -5.6071 10.5150 1.1989 -0.027 -0.022 -0.049
H -7.3129 10.3303 3.0341 -0.221 -0.016 -0.037
H -6.8445 7.6560 1.6112 0.070 0.101 -0.057
H -7.2773 7.8588 3.2997 0.095 0.077 0.005
H -5.6993 8.4284 2.7260 -0.027 -0.040 -0.042
H -8.8179 8.9537 1.0638 0.050 0.049 0.079
C -0.8211 -4.9985 5.5472 -0.003 -0.375 0.048
C -1.3134 -4.6012 4.1632 0.111 0.786 0.515
C -0.7167 -3.2734 3.7244 -0.160 -0.180 -0.157
O -2.7401 -4.5054 4.1760 -0.240 -0.418 -0.133
H -1.1159 -4.2537 6.2929 0.078 0.100 -0.099
H -1.2649 -5.9492 5.8550 0.051 -0.002 -0.045
H 0.2665 -5.0984 5.5655 -0.031 0.045 0.025
H -1.0492 -5.3791 3.4421 -0.234 -0.012 -0.011
H -1.0078 -2.4708 4.4105 0.059 -0.099 0.141
H -1.0836 -2.9939 2.7374 0.215 -0.036 0.017
H 0.3719 -3.3209 3.6879 -0.069 0.196 -0.063
H -2.9832 -3.8204 4.8097 0.125 0.009 -0.121
```
Positions in Å, forces in eV/Å.

Löwdin population analysis, charges in e, atoms 1 to 6: -0.050, -0.595, -0.086, -0.293, -0.117, -0.181